# 1
DFT (ωB97M-V/def2-TZVPD) results for 2 unconnected molecules or ions with the total composition C5H14N3O2 in a non-equilibrium geometry.

The LUMO energy is -2.878 eV. Its total charge is +1. The calculation puts the energy relative to the best compared isomer or geometry (same formula, charge and spin) at 0.0000 eV.

Bonds (Å) are listed after each position.
Positions of all 24 atoms, in Å:
1 O -0.6247 -0.9550 -2.8693  C10 1.355, H18 0.984
2 O 0.4941 -1.2152 -0.9288  C10 1.218
3 N 1.5226 -1.5071 -2.9487  C10 1.340, H11 1.060, H24 1.018
4 N 1.7097 0.1707 1.5146  C6 1.350, H12 0.994, H22 0.973
5 N -0.0085 -1.3483 1.5548  C6 1.323, H20 1.094, H23 0.940
6 C 0.3945 -0.1016 1.3744  N4 1.350, N5 1.323, C9 1.511
7 C -2.0139 0.5692 0.7591  C9 1.541, H15 1.058, H17 1.058, H21 1.088
8 C -0.1392 2.1750 0.5689  C9 1.472, H13 1.098, H14 1.084, H19 1.134
9 C -0.6375 0.9994 1.3018  C6 1.511, C7 1.541, C8 1.472, H16 1.072
10 C 0.4765 -1.2702 -2.1454  O1 1.355, O2 1.218, N3 1.340
11 H 1.3512 -1.7353 -3.9692  N3 1.060
12 H 2.3276 -0.6077 1.5352  N4 0.994
13 H 0.9194 2.4344 0.7016  C8 1.098
14 H -0.6667 3.0978 0.7791  C8 1.084
15 H -1.9609 0.5491 -0.2972  C7 1.058
16 H -0.6951 1.3169 2.3244  C9 1.072
17 H -2.5698 1.4587 0.8941  C7 1.058
18 H -1.4859 -1.3011 -2.5435  O1 0.984
19 H -0.2073 1.9975 -0.5493  C8 1.134
20 H -0.9814 -1.4744 1.0697  N5 1.094
21 H -2.4394 -0.2243 1.3705  C7 1.088
22 H 2.2796 0.9098 1.2397  N4 0.973
23 H 0.5714 -2.0259 1.8520  N5 0.940
24 H 2.3836 -1.9125 -2.5884  N3 1.018


# 2
DFT (ωB97M-V/def2-TZVPD) results for 3 unconnected molecules or ions with the total composition H6O3 in a non-equilibrium geometry.

The SMILES is O.O.O. The LUMO energy is 1.055 eV. The calculation puts the energy relative to the best compared isomer or geometry (same formula, charge and spin) at 0.7045 eV.

Bonds (Å) are listed after each position.
Positions of all 9 atoms, in Å:
1 O -3.4751 -2.9506 0.5844  H6 0.962, H8 0.927
2 O 2.3738 -3.1289 -7.2774  H4 0.962, H9 0.953
3 O 0.6740 6.4487 6.0856  H5 0.962, H7 0.963
4 H 2.7259 -3.3680 -6.4144  O2 0.962
5 H 1.6043 6.3322 6.3025  O3 0.962
6 H -2.5682 -3.2707 0.5798  O1 0.962
7 H 0.3144 5.5559 6.0628  O3 0.963
8 H -3.8490 -3.4244 1.2880  O1 0.927
9 H 2.1999 -2.1942 -7.2113  O2 0.953


Which total energy belongs to each record? In order, -513.455708 -229.299188 Eh.
Which Kohn-Sham gap belongs to each record? In order, 0.412 0.467 hartree.
Which E_HOMO belongs to each record? In order, -14.09 -11.64 eV.